Here is a cluster of 2 separate species, C21H16F2N in total at a distorted geometry from OMol25. Energies are from the ωB97M-V functional and the def2-TZVPD basis.

Net charge: +1
Energy relative to the best compared isomer or geometry (same formula, charge and spin), kcal/mol: 0.0
Spin multiplicity: 1
Orbital gap, eV: 4.586
HOMO level, eV: -10.79

Each line ends with the Mulliken charge.
Element x y z (Å)
F (0.072, -5.326, -1.464)  -0.28
C (0.197, -3.954, -1.509)  0.11
C (0.622, -3.377, -2.705)  -0.45
C (0.804, -1.984, -2.725)  -0.58
C (0.738, -1.261, -1.548)  -0.84
C (0.310, -1.853, -0.319)  0.70
C (0.301, -1.006, 0.820)  -0.62
C (-0.034, -1.299, 2.173)  0.51
C (-0.291, -0.196, 3.043)  -0.43
C (-0.608, -0.370, 4.377)  -0.65
C (-0.675, -1.659, 4.929)  -0.47
C (-0.449, -2.738, 4.076)  0.10
F (-0.592, -4.009, 4.590)  -0.29
C (-0.100, -2.607, 2.738)  -0.77
C (-0.101, -3.223, -0.366)  -0.56
H (0.780, -3.986, -3.591)  0.45
H (1.025, -1.469, -3.662)  0.47
H (0.991, -0.198, -1.546)  0.69
H (0.696, -0.003, 0.651)  0.94
H (-0.242, 0.807, 2.617)  0.44
H (-0.801, 0.500, 5.008)  0.42
H (-0.902, -1.819, 5.980)  0.46
H (0.125, -3.485, 2.141)  0.70
H (-0.647, -3.683, 0.454)  0.66
C (-0.927, 1.560, -0.360)  -1.17
C (-0.886, 2.419, 0.730)  -0.61
N (-0.304, 3.602, 0.334)  -0.05
C (0.008, 3.544, -1.013)  -0.32
C (-0.371, 2.252, -1.489)  1.12
C (-0.081, 1.919, -2.819)  -0.13
C (0.484, 2.895, -3.653)  -0.69
C (0.734, 4.199, -3.187)  -0.46
C (0.535, 4.522, -1.838)  -0.84
H (-1.346, 0.565, -0.389)  0.85
H (-1.294, 2.306, 1.723)  0.68
H (-0.101, 4.392, 0.938)  0.22
H (-0.279, 0.905, -3.174)  0.54
H (0.749, 2.656, -4.685)  0.37
H (1.118, 4.960, -3.865)  0.38
H (0.745, 5.501, -1.414)  0.38

Here is the molecule C5H7N3O4 at a distorted geometry from OMol25. Energies are from the ωB97M-V functional and the def2-TZVPD basis.

Energy relative to the best compared isomer or geometry (same formula, charge and spin), kcal/mol: 93.5
Spin multiplicity: 1
Orbital gap, eV: 8.008
HOMO level, eV: -7.62
SMILES: NC(=O)N(O)n1c(O)ccc1O

Each line ends with the Mulliken charge.
Element x y z (Å)
N (-1.248, -2.089, -0.240)  -0.37
C (-1.580, -1.527, 0.910)  0.31
O (-2.494, -1.726, 1.692)  -0.56
N (-0.552, -0.488, 1.226)  -0.43
O (-0.715, 0.149, 2.518)  -0.38
N (-0.037, 0.309, 0.285)  0.60
C (1.271, 0.444, -0.010)  0.53
O (2.119, -0.523, 0.479)  -0.52
C (1.473, 1.468, -0.896)  -0.48
C (0.173, 2.048, -1.120)  -0.74
C (-0.709, 1.318, -0.396)  0.34
O (-2.046, 1.570, -0.108)  -0.54
H (-0.280, -2.175, -0.394)  0.23
H (-1.675, -3.010, -0.366)  0.30
H (-0.053, -0.278, 3.036)  0.34
H (3.008, -0.359, 0.187)  0.34
H (2.485, 1.899, -1.239)  0.27
H (-0.087, 2.740, -1.924)  0.39
H (-2.339, 0.747, 0.442)  0.37

Here is a structure of composition C24H46ClF5NO16S2Y at a distorted geometry from OMol25. Energies are from the ωB97M-V functional and the def2-TZVPD basis.

Spin multiplicity: 1
Orbital gap, eV: 2.573
HOMO level, eV: -8.51

Each line ends with the Mulliken charge.
Element x y z (Å)
Y (-16.685, 2.273, 5.524)  1.86
C (-13.060, 0.686, 11.062)  -0.03
O (-13.011, 1.734, 11.979)  -0.24
O (-13.910, 1.137, 10.038)  -0.54
C (-11.707, 0.069, 10.627)  0.77
F (-11.952, -0.902, 9.804)  -0.25
F (-10.931, 0.970, 9.994)  -0.24
F (-11.088, -0.495, 11.684)  -0.25
C (-12.431, 1.586, 13.223)  -0.25
C (-12.814, 2.842, 13.971)  -1.23
H (-13.866, 2.779, 14.249)  0.29
H (-12.117, 2.867, 14.809)  0.37
H (-12.741, 3.748, 13.369)  0.32
H (-11.362, 1.371, 13.217)  0.34
H (-12.802, 0.822, 13.906)  0.30
H (-13.553, -0.112, 11.618)  0.33
Cl (-17.010, 5.206, 2.326)  -0.58
N (-20.779, 1.948, 6.880)  -0.33
S (-21.588, 1.091, 7.927)  1.07
O (-22.264, -0.061, 7.374)  -0.56
O (-22.144, 1.787, 9.107)  -0.57
F (-20.267, 0.453, 8.571)  -0.31
S (-22.386, 2.529, 6.295)  1.05
O (-23.278, 3.227, 7.183)  -0.51
O (-22.940, 1.614, 5.301)  -0.55
F (-21.734, 3.706, 5.455)  -0.24
O (-18.002, 6.307, 8.391)  -0.62
C (-18.494, 6.845, 9.401)  0.76
O (-19.465, 7.781, 9.457)  -0.29
C (-19.730, 8.619, 8.287)  -0.24
C (-21.162, 8.969, 8.300)  -1.08
C (-18.169, 6.208, 10.781)  -0.92
H (-19.481, 8.113, 7.354)  0.32
H (-19.158, 9.547, 8.316)  0.28
H (-21.281, 9.794, 9.002)  0.28
H (-21.742, 8.118, 8.658)  0.32
H (-21.473, 9.257, 7.296)  0.35
H (-18.067, 5.130, 10.649)  0.30
H (-18.993, 6.322, 11.485)  0.30
H (-17.234, 6.645, 11.131)  0.25
O (-12.558, 1.029, 2.672)  -0.57
C (-11.761, 1.120, 1.775)  0.66
O (-10.387, 1.026, 1.900)  -0.28
C (-9.772, 0.996, 3.159)  -0.21
C (-8.315, 1.519, 2.953)  -1.10
C (-12.218, 1.190, 0.321)  -0.92
H (-9.853, -0.005, 3.583)  0.29
H (-10.347, 1.643, 3.820)  0.28
H (-7.785, 1.897, 3.827)  0.35
H (-8.263, 2.314, 2.209)  0.32
H (-7.741, 0.774, 2.401)  0.29
H (-13.170, 1.721, 0.328)  0.32
H (-12.320, 0.160, -0.021)  0.25
H (-11.515, 1.799, -0.247)  0.32
O (-16.287, -3.170, 6.111)  -0.62
C (-15.951, -4.378, 5.962)  0.75
O (-16.079, -5.359, 6.811)  -0.27
C (-16.572, -5.035, 8.154)  -0.13
C (-16.483, -6.327, 8.995)  -1.19
C (-15.482, -4.844, 4.585)  -1.04
H (-17.591, -4.662, 8.043)  0.31
H (-15.859, -4.314, 8.555)  0.27
H (-17.053, -7.145, 8.555)  0.33
H (-16.918, -6.154, 9.979)  0.37
H (-15.505, -6.803, 9.064)  0.32
H (-16.315, -5.294, 4.046)  0.27
H (-14.766, -5.666, 4.576)  0.33
H (-15.074, -4.085, 3.916)  0.31
O (-12.335, 5.490, 6.462)  -0.61
C (-11.707, 6.560, 6.463)  0.70
O (-11.281, 7.321, 7.434)  -0.26
C (-11.534, 6.938, 8.800)  -0.09
C (-10.898, 7.934, 9.755)  -1.23
C (-11.348, 7.160, 5.078)  -0.96
H (-11.171, 5.953, 9.096)  0.28
H (-12.616, 6.953, 8.927)  0.26
H (-10.985, 7.578, 10.781)  0.38
H (-11.279, 8.951, 9.663)  0.31
H (-9.810, 7.947, 9.682)  0.33
H (-10.395, 7.676, 4.966)  0.32
H (-12.189, 7.790, 4.788)  0.27
H (-11.378, 6.344, 4.356)  0.31
O (-19.350, 0.122, 1.555)  -0.59
C (-19.989, -0.644, 0.781)  0.76
O (-20.525, -0.340, -0.443)  -0.32
C (-20.334, 0.923, -1.050)  -0.28
C (-21.469, 1.966, -0.767)  -1.05
C (-20.334, -2.071, 1.136)  -0.98
H (-20.254, 0.722, -2.119)  0.31
H (-19.314, 1.248, -0.849)  0.33
H (-22.424, 1.490, -0.544)  0.31
H (-21.586, 2.606, -1.642)  0.35
H (-21.160, 2.644, 0.028)  0.28
H (-20.200, -2.265, 2.200)  0.29
H (-19.811, -2.852, 0.585)  0.28
H (-21.388, -2.122, 0.865)  0.31

Here is the molecule C5H9NOS at a distorted geometry from OMol25. Energies are from the ωB97M-V functional and the def2-TZVPD basis.

Energy relative to the best compared isomer or geometry (same formula, charge and spin), kcal/mol: 54.3
Spin multiplicity: 1
Orbital gap, eV: 8.864
HOMO level, eV: -8.21
SMILES: CC(=O)N1CCCS1

Each line ends with the Mulliken charge.
Element x y z (Å)
C (2.128, -1.714, -0.297)  -0.99
C (1.484, -0.294, -0.393)  0.64
O (2.380, 0.610, -0.569)  -0.65
N (0.151, -0.049, -0.174)  0.10
C (-0.497, -1.136, 0.645)  -0.58
C (-1.792, -0.434, 1.131)  -0.64
C (-2.276, 0.599, 0.155)  -0.52
S (-0.660, 1.417, -0.367)  -0.05
H (3.027, -1.774, -0.841)  0.35
H (2.402, -1.990, 0.786)  0.25
H (1.430, -2.583, -0.727)  0.26
H (-0.838, -2.111, 0.115)  0.22
H (0.146, -1.655, 1.336)  0.40
H (-1.570, 0.210, 2.108)  0.23
H (-2.614, -1.100, 1.329)  0.39
H (-3.014, 0.207, -0.640)  0.30
H (-2.788, 1.467, 0.736)  0.31

Here is a structure of composition C38H52LaN6O6SSi at a distorted geometry from OMol25. Energies are from the ωB97M-V functional and the def2-TZVPD basis.

Net charge: -1
Energy relative to the best compared isomer or geometry (same formula, charge and spin), kcal/mol: 0.0
Spin multiplicity: 1
Orbital gap (alpha / beta), eV: 5.076 / 3.554
HOMO level (alpha / beta), eV: -3.00 / -1.48

Each line ends with the Mulliken charge.
Element x y z (Å)
La (-0.042, -0.051, -0.444)  1.07
C (-0.327, 1.771, -3.014)  -0.45
C (0.042, 0.600, -3.673)  -0.33
C (-0.928, -0.336, -4.014)  -0.40
C (-2.256, -0.119, -3.679)  -0.05
C (-2.625, 1.034, -2.998)  -0.39
C (-1.663, 1.983, -2.673)  -0.18
H (0.421, 2.527, -2.813)  0.24
H (1.078, 0.441, -3.939)  0.32
H (-0.644, -1.242, -4.533)  0.33
H (-3.006, -0.861, -3.919)  0.38
H (-3.655, 1.179, -2.703)  0.34
H (-1.960, 2.902, -2.181)  0.33
C (6.564, 1.266, 5.423)  -1.42
C (5.375, 0.567, 4.818)  0.99
C (5.438, -0.779, 4.393)  -0.88
C (4.351, -1.416, 3.849)  -1.04
C (3.121, -0.714, 3.712)  0.16
C (3.038, 0.637, 4.149)  -0.26
C (4.145, 1.243, 4.687)  -1.19
S (1.842, -1.444, 2.816)  0.15
O (2.026, -2.877, 2.841)  -0.79
O (0.561, -1.052, 3.660)  1.29
N (1.531, -0.803, 1.422)  0.85
C (2.717, -0.913, 0.535)  -0.97
C (2.883, 0.438, -0.197)  0.69
O (3.789, 1.187, 0.144)  -0.66
O (2.003, 0.696, -1.103)  -0.57
H (7.439, 0.614, 5.432)  0.35
H (6.362, 1.572, 6.456)  0.28
H (6.823, 2.170, 4.861)  0.29
H (6.371, -1.325, 4.491)  0.27
H (4.408, -2.450, 3.532)  0.49
H (2.108, 1.180, 4.072)  0.08
H (4.064, 2.273, 5.023)  0.39
H (2.569, -1.724, -0.189)  0.28
H (3.626, -1.104, 1.107)  0.65
O (-0.053, -2.011, -1.463)  -1.35
C (-1.332, -2.182, -1.295)  1.86
N (-2.097, -1.147, -0.817)  0.52
C (-3.415, -1.560, -0.710)  -0.83
O (-4.345, -0.853, -0.293)  -0.87
C (-3.468, -2.953, -1.167)  0.51
C (-4.507, -3.870, -1.261)  -0.66
C (-4.225, -5.152, -1.704)  -0.50
C (-2.911, -5.525, -2.055)  -0.51
C (-1.867, -4.629, -1.972)  -0.82
C (-2.145, -3.331, -1.528)  0.12
H (-5.516, -3.583, -0.991)  0.47
H (-5.018, -5.885, -1.779)  0.40
H (-2.726, -6.539, -2.392)  0.42
H (-0.856, -4.915, -2.237)  0.47
C (1.002, 2.302, 2.071)  -0.86
N (0.292, 2.666, 0.818)  1.29
C (-0.880, 3.481, 1.188)  -0.81
N (-0.523, 4.675, 1.949)  -0.01
C (0.186, 4.250, 3.161)  -0.66
N (1.383, 3.476, 2.852)  0.36
C (2.276, 4.287, 2.020)  -0.78
N (1.611, 4.719, 0.785)  0.10
C (1.214, 3.530, 0.037)  -0.82
C (0.410, 5.468, 1.142)  -0.81
H (1.907, 1.754, 1.824)  0.32
H (0.353, 1.665, 2.675)  -0.73
H (-1.571, 2.877, 1.783)  0.27
H (-1.393, 3.798, 0.276)  0.20
H (-0.486, 3.646, 3.775)  0.30
H (0.472, 5.140, 3.727)  0.37
H (3.155, 3.691, 1.768)  0.43
H (2.585, 5.171, 2.583)  0.33
H (2.102, 2.959, -0.227)  0.03
H (0.705, 3.851, -0.877)  0.33
H (-0.097, 5.788, 0.228)  0.35
H (0.697, 6.354, 1.713)  0.35
C (-1.944, -1.262, 2.285)  -0.88
Si (-1.033, -1.544, 3.894)  -1.13
C (-1.158, -3.396, 4.358)  2.21
C (-2.574, -3.772, 4.822)  -1.87
C (-0.865, -4.245, 3.107)  -1.91
C (-0.147, -3.741, 5.459)  -1.69
C (-1.574, -0.264, 5.225)  2.68
C (-0.410, 0.102, 6.156)  -1.64
C (-2.054, 1.007, 4.509)  -1.39
C (-2.739, -0.783, 6.080)  -2.20
H (-3.024, -1.408, 2.325)  0.75
H (-1.563, -1.954, 1.530)  -0.16
H (-1.780, -0.246, 1.919)  0.26
H (-3.322, -3.492, 4.074)  0.32
H (-2.842, -3.302, 5.768)  0.31
H (-2.628, -4.856, 4.959)  0.51
H (-1.616, -4.075, 2.331)  0.41
H (-0.904, -5.306, 3.374)  0.57
H (0.118, -4.038, 2.693)  0.30
H (-0.342, -3.174, 6.374)  0.30
H (0.872, -3.530, 5.131)  0.18
H (-0.213, -4.806, 5.704)  0.51
H (0.441, 0.496, 5.599)  0.18
H (-0.064, -0.767, 6.719)  0.30
H (-0.737, 0.866, 6.870)  0.48
H (-1.285, 1.399, 3.839)  -0.14
H (-2.289, 1.784, 5.243)  0.73
H (-2.953, 0.816, 3.917)  0.33
H (-2.421, -1.604, 6.725)  0.36
H (-3.568, -1.134, 5.459)  0.39
H (-3.113, 0.019, 6.725)  0.52

Here is the molecule C19H21FN2O4S from OMol25. Energies are from the ωB97M-V functional and the def2-TZVPD basis.

Energy relative to the best compared isomer or geometry (same formula, charge and spin), kcal/mol: 2.4
Spin multiplicity: 1
Orbital gap, eV: 8.945
HOMO level, eV: -8.63
SMILES: Cc1ccccc1NC(=O)c1ccc(F)c(S(=O)(=O)NC[C@H]2CCCO2)c1

Each line ends with the Mulliken charge.
Element x y z (Å)
C (-3.009, 3.242, 3.687)  -1.55
C (-2.720, 4.399, 2.771)  1.02
C (-3.423, 5.586, 2.910)  -0.64
C (-3.182, 6.668, 2.081)  -0.65
C (-2.222, 6.569, 1.090)  -0.66
C (-1.505, 5.398, 0.932)  -0.65
C (-1.746, 4.312, 1.765)  0.44
N (-1.024, 3.115, 1.645)  -0.04
C (-0.168, 2.726, 0.661)  0.37
O (0.111, 3.367, -0.328)  -0.64
C (0.424, 1.367, 0.907)  -0.09
C (0.823, 0.945, 2.173)  -0.51
C (1.402, -0.300, 2.352)  -0.82
C (1.571, -1.123, 1.251)  0.43
F (2.111, -2.340, 1.420)  -0.31
C (1.193, -0.716, -0.015)  -0.36
S (1.466, -1.800, -1.422)  1.34
O (2.873, -2.069, -1.502)  -0.65
O (0.808, -1.223, -2.555)  -0.69
N (0.613, -3.139, -0.921)  -0.20
C (-0.223, -3.828, -1.878)  -1.11
C (0.569, -4.869, -2.698)  0.13
C (1.404, -4.251, -3.829)  -0.26
C (2.686, -5.079, -3.796)  -0.69
C (2.808, -5.359, -2.302)  -0.26
O (1.476, -5.558, -1.843)  -0.54
C (0.632, 0.532, -0.187)  -0.09
H (-3.822, 3.498, 4.362)  0.37
H (-2.139, 2.991, 4.295)  0.33
H (-3.308, 2.358, 3.122)  0.38
H (-4.175, 5.662, 3.682)  0.32
H (-3.744, 7.581, 2.209)  0.38
H (-2.026, 7.405, 0.437)  0.39
H (-0.759, 5.315, 0.160)  0.51
H (-1.225, 2.433, 2.361)  0.14
H (0.717, 1.598, 3.027)  0.59
H (1.724, -0.637, 3.324)  0.46
H (1.215, -3.797, -0.440)  0.36
H (-0.652, -3.074, -2.539)  0.42
H (-1.020, -4.326, -1.320)  0.42
H (-0.140, -5.611, -3.093)  0.42
H (0.885, -4.298, -4.784)  0.43
H (1.626, -3.209, -3.599)  -0.01
H (3.547, -4.542, -4.186)  0.36
H (2.556, -6.011, -4.349)  0.30
H (3.373, -6.262, -2.064)  0.37
H (3.261, -4.497, -1.794)  0.16
H (0.355, 0.850, -1.180)  0.57